1.
Density functional theory data (ωB97M-V with the def2-TZVPD basis set) for a structure of composition C28H40Cl4I2MnN7O3.

The geometry in XYZ format:
```
85
Properties=species:S:1:pos:R:3:mulliken_spin:R:1
Mn 0.48 -0.62 -0.19 3.95
Cl -5.77 -0.50 1.95 0.00
C -4.07 -0.20 1.76 0.00
C -3.36 0.36 2.80 0.01
Cl -4.15 0.77 4.31 0.00
C -1.98 0.74 2.65 0.01
Cl -0.99 1.45 3.88 0.00
C -1.35 0.45 1.44 -0.04
O -0.03 0.57 1.27 0.01
C -2.05 -0.21 0.40 -0.03
O -1.30 -0.47 -0.64 0.06
C -3.41 -0.46 0.49 0.02
Cl -4.20 -1.15 -0.80 0.00
C 1.76 2.42 -0.31 0.07
N 2.85 1.73 -0.89 0.00
C 3.93 2.48 -1.56 0.01
C 5.02 1.40 -1.86 0.00
N 4.53 0.28 -1.00 0.00
C 4.70 -1.03 -1.68 0.00
C 3.25 0.52 -0.53 -0.01
N 2.47 -0.29 0.15 -0.02
C 3.12 -1.20 1.06 0.02
C 2.08 -1.68 2.12 0.03
N 0.91 -2.14 1.43 0.07
C -0.20 -2.68 1.84 -0.05
N -1.07 -3.18 0.97 0.01
C -0.59 -3.77 -0.24 0.03
C -2.25 -3.70 1.61 0.00
C -2.14 -3.10 3.02 0.00
N -0.71 -2.78 3.10 0.00
C -0.24 -2.06 4.24 0.00
H 2.13 3.36 0.01 0.00
H 1.34 1.82 0.45 -0.04
H 1.01 2.60 -1.16 -0.01
H 4.30 3.22 -0.86 0.01
H 3.68 2.91 -2.54 -0.02
H 6.07 1.82 -1.74 0.00
H 4.86 1.12 -2.94 0.00
H 3.99 -1.26 -2.57 0.00
H 4.54 -1.84 -0.98 0.00
H 5.72 -0.99 -1.97 0.00
H 3.99 -0.69 1.60 0.00
H 3.53 -2.06 0.52 0.00
H 2.02 -0.81 2.77 0.00
H 2.62 -2.50 2.70 0.00
H 0.33 -3.30 -0.56 -0.01
H -1.37 -3.61 -1.06 0.00
H -0.32 -4.84 -0.06 0.00
H -2.24 -4.79 1.65 0.00
H -3.17 -3.28 1.16 0.00
H -2.36 -3.87 3.78 0.00
H -2.75 -2.19 3.09 0.00
H -0.25 -2.75 5.09 0.00
H -0.74 -1.12 4.44 0.00
H 0.82 -1.74 4.10 0.00
I 2.99 5.29 -4.05 0.51
I 3.21 2.43 -5.55 0.49
C -0.98 -1.91 -3.33 0.01
C 0.34 -1.12 -3.18 -0.04
C 0.14 0.37 -3.44 0.04
C 1.34 -1.70 -4.22 0.00
O 0.87 -1.40 -1.87 -0.04
H -1.32 -1.86 -4.32 0.00
H -1.76 -1.52 -2.68 0.00
H -0.84 -2.98 -3.06 0.00
H 1.12 0.81 -3.38 -0.02
H -0.58 0.91 -2.76 0.01
H -0.21 0.41 -4.51 0.00
H 0.94 -1.74 -5.23 0.00
H 1.71 -2.68 -3.86 0.00
H 2.29 -1.09 -4.32 0.00
C -1.58 4.47 2.12 0.00
C -2.66 3.82 1.33 0.00
C -2.43 3.60 -0.05 0.00
C -3.47 3.07 -0.81 0.00
N -4.62 2.63 -0.27 0.00
C -4.80 2.89 1.00 0.00
C -3.91 3.56 1.84 0.00
H -1.93 5.41 2.51 0.00
H -0.62 4.57 1.60 0.00
H -1.46 3.78 2.95 0.00
H -1.45 3.69 -0.47 0.00
H -3.32 2.81 -1.87 0.00
H -5.79 2.57 1.32 0.00
H -4.23 3.75 2.88 0.00
```

Results
E_HOMO (alpha / beta) in eV: -4.53 / -5.13
Spin multiplicity: 6
ΔE to the lowest compared entry with this formula, charge and spin in kcal/mol: 0.0
Charge: -1
<S²>: 8.80
Gap between HOMO and LUMO (alpha / beta) in eV: 6.54 / 6.57
LUMO energy (alpha / beta) in eV: 2.0 / 1.4

=====

2.
Density functional theory data (ωB97M-V with the def2-TZVPD basis set) for a structure of composition C19H40P2Pt.

The geometry in XYZ format:
```
62
Properties=species:S:1:pos:R:3:mulliken_spin:R:1
P 2.53 1.95 2.37 0.00
P -3.08 -0.97 -1.07 0.63
C 1.69 0.84 1.35 0.58
C -1.72 -0.31 -2.42 0.06
H 2.03 -0.21 1.27 0.07
H 1.19 1.23 0.47 0.24
H -2.42 0.22 -3.05 0.01
H -1.21 0.50 -1.83 0.05
C -2.93 -2.80 -0.79 0.04
H -3.58 -3.05 0.07 0.01
H -1.91 -3.10 -0.48 -0.01
H -3.24 -3.45 -1.62 0.04
C -4.56 -0.38 -1.88 0.07
H -4.86 -0.87 -2.81 0.04
H -4.43 0.69 -2.11 0.00
H -5.39 -0.45 -1.17 0.00
C 4.15 1.19 2.45 0.03
H 4.61 1.46 3.41 0.01
H 4.73 1.60 1.60 0.00
H 4.02 0.11 2.34 0.00
C 2.68 3.43 1.36 0.03
H 1.76 3.63 0.80 0.00
H 3.50 3.27 0.64 -0.01
H 2.92 4.29 2.01 0.00
Pt 0.09 -0.91 -0.92 0.67
C -0.74 -1.18 -3.21 -0.16
C -0.12 -2.31 -2.38 0.41
C 1.26 -2.86 -2.59 -0.07
C 2.40 -1.81 -2.44 0.02
C 1.99 -0.77 -1.40 -0.07
C 1.33 0.44 -1.84 0.14
C 1.12 0.70 -3.33 0.02
C 0.33 -0.40 -4.06 0.01
C 1.73 2.23 3.95 0.04
H -1.34 -1.70 -3.97 0.02
H -0.89 -3.01 -2.04 0.03
H 1.23 -3.38 -3.55 0.02
H 1.37 -3.61 -1.80 0.01
H 3.26 -2.36 -2.09 0.00
H 2.65 -1.36 -3.41 0.00
H 2.59 -0.77 -0.47 0.01
H 1.51 1.37 -1.29 0.00
H 2.10 0.81 -3.83 0.01
H 0.61 1.66 -3.49 0.00
H -0.14 0.05 -4.95 0.00
H 1.02 -1.17 -4.44 0.00
H 0.69 2.55 3.80 -0.01
H 2.30 3.00 4.48 0.00
H 1.69 1.30 4.52 0.00
C -1.28 -0.33 4.14 0.03
C -2.04 0.20 2.92 0.13
C -2.35 1.69 3.13 0.02
C -1.68 -0.26 1.59 0.72
H -0.30 0.15 4.29 0.00
H -1.14 -1.42 4.07 0.00
H -1.90 -0.10 5.01 0.00
H -3.00 -0.33 2.91 0.11
H -1.44 2.31 3.25 0.00
H -2.95 2.08 2.30 0.00
H -2.91 1.75 4.07 0.00
H -2.16 0.22 0.72 0.05
H -1.40 -1.31 1.44 -0.07
```

Results
E_HOMO (alpha / beta) in eV: -11.75 / -13.68
Spin multiplicity: 5
ΔE to the lowest compared entry with this formula, charge and spin in kcal/mol: 42.5
Charge: +2
<S²>: 6.02
Gap between HOMO and LUMO (alpha / beta) in eV: 7.02 / 4.86
LUMO energy (alpha / beta) in eV: -4.7 / -8.8

=====

3.
Density functional theory data (ωB97M-V with the def2-TZVPD basis set) for a cluster of 4 separate species, C4H16O3 in total.

The geometry in XYZ format:
```
23
Properties=species:S:1:pos:R:3:nbo_charge:R:1
C 0.60 -1.30 0.46 -0.62
C -0.81 -1.65 -0.02 -0.40
C -1.48 -0.54 -0.90 -0.39
C -2.57 0.25 -0.19 -0.63
H 1.29 -1.25 -0.37 0.21
H 0.81 -2.23 1.01 0.21
H 0.72 -0.55 1.22 0.22
H -1.46 -1.78 0.84 0.20
H -0.77 -2.44 -0.75 0.20
H -1.91 -0.79 -1.88 0.21
H -0.68 0.15 -1.18 0.17
H -2.87 1.09 -0.82 0.20
H -2.36 0.83 0.73 0.21
H -3.46 -0.29 0.14 0.21
H 3.25 -1.25 2.13 0.47
H 2.82 0.24 2.08 0.48
O 2.69 -0.60 2.56 -0.95
H 2.75 0.89 -1.52 0.48
H 1.85 1.45 -0.36 0.49
O 2.65 0.95 -0.56 -0.96
H -0.25 3.76 -0.56 0.51
H -0.66 2.13 -1.01 0.51
O -0.16 2.94 -1.03 -1.02
```

Results
E_HOMO in eV: -10.73
ΔE to the lowest compared entry with this formula, charge and spin in kcal/mol: 35.3
Charge: 0
SMILES: CCCC.O.O.O
Gap between HOMO and LUMO in eV: 11.37
LUMO energy in eV: 0.6

=====

4.
Density functional theory data (ωB97M-V with the def2-TZVPD basis set) for a structure of composition C16H11N2O4STl.

The geometry in XYZ format:
```
35
Properties=species:S:1:pos:R:3:nbo_charge:R:1
Tl -1.29 -0.21 1.30 0.62
O 2.38 0.52 -1.57 -0.67
C 1.56 0.37 -0.52 0.76
O 0.35 0.42 -0.66 -0.55
C 2.22 0.21 0.78 0.08
C 3.57 0.49 0.96 -0.18
C 4.11 0.36 2.23 -0.17
C 3.28 -0.02 3.27 -0.20
C 1.93 -0.27 3.01 0.07
N 1.42 -0.18 1.78 -0.35
C 0.94 -0.67 4.06 0.75
O 1.27 -0.44 5.35 -0.66
O -0.12 -1.16 3.78 -0.51
H 1.86 0.61 -2.38 0.52
H 4.17 0.80 0.12 0.25
H 5.15 0.56 2.40 0.23
H 3.70 -0.16 4.26 0.22
H 2.12 0.00 5.47 0.48
S -1.78 -2.11 -3.27 0.33
C -1.22 -3.43 -2.33 -0.41
C -1.08 -3.12 -1.01 -0.31
C -1.45 -1.79 -0.70 -0.33
C -1.85 -1.11 -1.81 -0.32
C -2.33 0.25 -1.90 0.21
C -2.49 0.92 -3.13 -0.26
C -2.99 2.21 -3.13 -0.16
C -3.34 2.80 -1.92 -0.29
C -3.14 2.07 -0.77 0.06
N -2.65 0.85 -0.75 -0.47
H -1.05 -4.37 -2.82 0.22
H -0.75 -3.84 -0.29 0.21
H -2.22 0.43 -4.05 0.22
H -3.11 2.75 -4.06 0.21
H -3.75 3.80 -1.89 0.22
H -3.40 2.47 0.21 0.19
```

Results
E_HOMO in eV: -6.49
ΔE to the lowest compared entry with this formula, charge and spin in kcal/mol: 4.9
Charge: 0
Gap between HOMO and LUMO in eV: 5.64
LUMO energy in eV: -0.9

=====

In order of appearance, strongest force on any atom = 0.0607; 0.0857; 0.0527; 0.0442 hartree/bohr.